Record 1
Entry from the Open Molecules 2025 dataset: C5H6O2 as an isolated structure (ωB97M-V/def2-TZVPD).

Computed properties:
**Energy**: -344.3996 Ha
**E_LUMO**: -0.238 eV
**Relative energy (zero: lowest compared OMol25 entry of this formula, charge and spin)**: 126.9 kcal/mol
**Orbital gap**: 9.82 eV

CARTESIAN COORDINATES (ANGSTROEM)
C 1.7646 -0.3208 -0.7654
C 0.8368 0.1807 0.3191
O 0.0101 1.2789 -0.2944
C -1.2864 0.9636 -0.1241
O -2.2450 1.5863 -0.4799
C -1.1157 -0.3092 0.5866
C -0.0465 -0.9172 0.9190
H 2.3300 0.5162 -1.1845
H 2.4555 -1.0566 -0.3473
H 1.1886 -0.7928 -1.5664
H 1.3807 0.6708 1.1304
H -2.6302 -0.7251 1.2461
H -2.6425 -1.0749 0.5607

Cartesian forces, eV/Å:
0.0214 -0.0215 -0.0126
0.3817 0.0209 -0.0341
-0.1393 0.0779 -0.0390
-0.2719 0.1559 -0.0841
0.4146 -0.2910 0.1705
0.0182 -0.2583 0.1384
-0.4154 0.2535 -0.1306
-0.0776 -0.0978 0.0610
-0.0998 0.1015 -0.0460
0.0642 0.0506 0.1109
-0.0730 -0.0766 -0.0815
0.0921 0.1282 0.1248
0.0848 -0.0433 -0.1777

Record 2
Entry from the Open Molecules 2025 dataset: C5H6O2 as an isolated structure (ωB97M-V/def2-TZVPD).

Computed properties:
**Energy**: -344.3645 Ha
**E_LUMO**: 0.791 eV
**Relative energy (zero: lowest compared OMol25 entry of this formula, charge and spin)**: 149.0 kcal/mol
**Orbital gap**: 10.01 eV

CARTESIAN COORDINATES (ANGSTROEM)
O -2.4376 -0.3916 -0.2001
C -0.5944 -0.5361 0.4384
C 0.3652 -0.5240 -0.7665
O -0.0284 0.8381 -1.0673
C -0.1602 0.9292 0.3781
C 1.2532 0.6626 0.8789
C 1.6153 -0.3600 0.0928
H -2.1679 -0.2281 -1.1201
H -1.7149 -1.1029 0.4369
H 0.3639 -1.2079 -1.6141
H -0.7661 1.7566 0.7332
H 1.7617 1.1343 1.7096
H 2.5103 -0.9702 0.1002

Cartesian forces, eV/Å:
0.2931 -0.1004 -0.3070
0.3147 0.1071 -0.1470
0.0854 -0.3144 -0.3135
0.1095 0.1588 -0.0399
-0.1814 0.2915 0.3215
0.0448 -0.0853 0.0212
0.0051 0.0671 0.0905
-0.1636 -0.2254 0.2426
-0.3065 0.1648 0.0432
-0.0603 0.0202 0.1861
0.1064 -0.0866 0.0591
-0.0628 -0.0829 -0.1250
-0.1844 0.0856 -0.0318

Record 3
Entry from the Open Molecules 2025 dataset: one molecule with the formula C5H6O2 (ωB97M-V/def2-TZVPD).

Computed properties:
**Energy**: -344.4975 Ha
**SMILES**: O=CCC#CCO
**E_LUMO**: 0.628 eV
**Relative energy (zero: lowest compared OMol25 entry of this formula, charge and spin)**: 65.5 kcal/mol
**Orbital gap**: 10.33 eV

CARTESIAN COORDINATES (ANGSTROEM)
O -1.8485 1.3901 -0.5489
C -1.7442 0.1916 -0.4904
C -1.7900 -0.6078 0.8222
C -0.3294 -0.6254 0.9223
C 0.7583 -0.3321 0.4839
C 2.0686 0.0994 -0.0156
O 2.0678 0.4643 -1.3808
H -1.4521 -0.4285 -1.3611
H -2.2919 -0.0387 1.6087
H -2.2274 -1.6095 0.7339
H 2.4153 0.9211 0.6242
H 2.7693 -0.7312 0.0778
H 1.6041 1.3066 -1.4761

Cartesian forces, eV/Å:
-0.2440 -0.5253 -0.0251
-0.3984 0.2758 -0.0680
-0.0545 0.1435 -0.0610
0.6148 0.1610 -0.2741
-0.2588 -0.2398 0.4180
0.2108 -0.1516 0.3574
-0.1675 0.1963 -0.0417
-0.1544 0.1410 -0.0175
0.1677 -0.0656 -0.0936
0.1003 0.2539 -0.0998
0.0927 -0.1155 -0.1053
0.0834 0.1051 0.0012
0.0080 -0.1790 0.0094